Record 1
Density functional theory data (wB97M-V/def2-TZVPD) for one molecule with the formula C3H6N2 in a non-equilibrium geometry.

Structure (XYZ):
```
11
Properties=species:S:1:pos:R:3:mulliken_charge:R:1
C 1.14986 -1.12721 1.22401 -0.343
C -0.34279 0.68789 -1.24914 -0.234
C -1.24582 0.58545 0.06805 -0.668
H 1.16216 -2.14811 1.58235 0.301
H 1.84051 -0.09909 1.33945 0.323
H -0.14396 -0.00331 -2.24439 0.203
H 0.04102 1.65498 -1.48240 0.239
H -1.62388 -0.36858 0.12782 0.397
H -1.52242 1.39522 0.57032 0.292
N 0.40998 -0.94511 0.18466 -0.490
N 0.27535 0.36787 -0.12075 -0.019
```

Computed properties:
HOMO energy	-0.3163	Ha
energy above the lowest of the compared OMol25 structures with the same formula, charge and spin	118.9	kcal per mole
lowest unoccupied orbital energy	0.0496	Eh
SMILES	C=NN1CC1
spin multiplicity	1
charge	0
frontier orbital gap	9.96	eV

Record 2
Density functional theory data (wB97M-V/def2-TZVPD) for a 2-piece molecular cluster, C3H6N2O overall in a non-equilibrium geometry.

Structure (XYZ):
```
12
Properties=species:S:1:pos:R:3:mulliken_charge:R:1
C -0.08786 -1.30491 -0.25394 -0.483
C 1.25326 -1.48300 -0.46612 -0.306
N 1.92764 -0.31990 -0.20669 -0.626
C 0.99720 0.53814 0.17325 -0.601
N -0.22629 -0.01110 0.15107 -0.147
H -0.90484 -1.99295 -0.38504 0.440
H 1.78344 -2.36356 -0.79697 0.390
H 1.22461 1.57254 0.37767 0.648
H -1.13990 0.36972 0.40301 0.388
H -2.54492 2.50901 -0.22826 0.650
H -2.85611 1.99573 1.21018 0.735
O -2.57201 1.68576 0.32151 -2.089
```

Computed properties:
HOMO energy (alpha / beta)	0.0249 / -0.2036	Ha
energy above the lowest of the compared OMol25 structures with the same formula, charge and spin	0.0	kcal per mole
lowest unoccupied orbital energy (alpha / beta)	0.1450 / 0.1401	Eh
spin multiplicity	2
charge	-1
frontier orbital gap (alpha / beta)	3.27 / 9.35	eV

Record 3
Density functional theory data (wB97M-V/def2-TZVPD) for a 2-piece molecular cluster, C3H6N2O overall in a non-equilibrium geometry.

Structure (XYZ):
```
12
Properties=species:S:1:pos:R:3:mulliken_charge:R:1
N 0.41708 0.47325 -0.83002 -0.560
C -0.97469 0.35653 -1.22572 -0.401
C -0.38150 -0.61967 -0.27612 0.379
O 1.95186 0.13996 1.44229 -0.700
C -0.80284 -0.55297 1.11458 -0.135
N -1.27639 -0.52205 2.16964 -0.388
H 1.65059 0.63726 0.66517 0.423
H 1.04190 0.11107 -1.54684 0.217
H -1.60967 1.13709 -0.81946 0.253
H -1.22136 0.01030 -2.22317 0.260
H -0.15788 -1.62912 -0.60804 0.338
H 1.36291 0.45835 2.13770 0.314
```

Computed properties:
HOMO energy	-0.3989	Ha
energy above the lowest of the compared OMol25 structures with the same formula, charge and spin	54.4	kcal per mole
lowest unoccupied orbital energy	0.0223	Eh
SMILES	N#C[C@H]1CN1.O
spin multiplicity	1
charge	0
frontier orbital gap	11.46	eV

Record 4
Density functional theory data (wB97M-V/def2-TZVPD) for a 2-piece molecular cluster, C3H6N2O overall in a non-equilibrium geometry.

Structure (XYZ):
```
12
Properties=species:S:1:pos:R:3:mulliken_charge:R:1
C -0.83181 0.23986 -0.90645 -0.198
C -0.81989 -2.20946 -0.12476 -0.479
C 2.38197 -0.48540 -0.66667 -0.811
N -0.93061 -0.90481 -0.63187 0.000
N 1.46145 -0.28747 0.44795 0.166
O 1.69733 0.66569 1.15532 -0.375
H 0.18531 -2.51304 -0.58099 0.177
H -0.91061 -1.98730 0.98789 0.291
H -1.64552 -2.83053 -0.59042 0.241
H 2.38924 -1.54974 -0.64407 0.341
H 1.90106 0.15210 -1.36603 0.278
H 3.31364 0.04506 -0.46124 0.369
```

Computed properties:
HOMO energy	-0.3320	Ha
energy above the lowest of the compared OMol25 structures with the same formula, charge and spin	129.5	kcal per mole
lowest unoccupied orbital energy	0.0090	Eh
spin multiplicity	1
charge	0
frontier orbital gap	9.28	eV

Record 5
Density functional theory data (wB97M-V/def2-TZVPD) for C3H6N2O as an isolated structure in a non-equilibrium geometry.

Structure (XYZ):
```
12
Properties=species:S:1:pos:R:3:mulliken_charge:R:1
C -1.39692 -0.66382 1.28682 -0.594
C 0.21721 0.56646 -0.25074 0.594
C 0.79687 -0.72711 -0.05387 -0.193
N 0.91712 1.59493 -0.78129 -0.364
N 1.38567 -1.55426 -0.78101 -0.545
O -0.95886 0.74913 0.21598 -0.464
H 1.74700 1.38699 -1.31584 0.224
H 0.47525 2.49661 -0.87503 0.247
H 1.37579 -1.36684 -1.79664 0.187
H -1.35852 -1.63147 0.80229 0.347
H -2.39898 -0.26375 1.36290 0.233
H -0.80164 -0.58686 2.18644 0.327
```

Computed properties:
HOMO energy	-0.2432	Ha
energy above the lowest of the compared OMol25 structures with the same formula, charge and spin	116.8	kcal per mole
lowest unoccupied orbital energy	0.0129	Eh
spin multiplicity	1
charge	0
frontier orbital gap	6.97	eV

Record 6
Density functional theory data (wB97M-V/def2-TZVPD) for one molecule with the formula C3H6N2O in a non-equilibrium geometry.

Structure (XYZ):
```
12
Properties=species:S:1:pos:R:3:mulliken_charge:R:1
C -0.32282 0.08760 0.99264 0.585
C 0.93166 -1.32363 -0.75499 -0.073
C -1.18388 1.26273 0.78987 -1.053
N 0.53470 -0.20289 -1.47649 -0.516
N 0.74498 -0.10265 -0.06346 -0.156
O -0.42582 -0.79545 1.73558 -0.475
H 0.31524 -2.16391 -0.50515 0.287
H 2.07623 -1.53135 -0.93263 0.177
H -1.66357 1.03672 -0.11120 0.317
H -0.51354 2.08379 0.52753 0.354
H -1.78523 1.42024 1.70258 0.303
H 1.29205 0.22880 -1.90427 0.250
```

Computed properties:
HOMO energy	-0.3374	Ha
energy above the lowest of the compared OMol25 structures with the same formula, charge and spin	80.5	kcal per mole
lowest unoccupied orbital energy	0.0396	Eh
SMILES	CC(=O)N1CN1
spin multiplicity	1
charge	0
frontier orbital gap	10.26	eV

Record 7
Density functional theory data (wB97M-V/def2-TZVPD) for a 2-piece molecular cluster, C3H6N2O overall.

Structure (XYZ):
```
12
Properties=species:S:1:pos:R:3:mulliken_charge:R:1
C -0.44908 0.03726 1.50576 -0.691
C -0.40016 0.06054 -2.02492 0.604
N -0.99153 1.13565 -2.01839 -0.609
N 0.03099 -1.08335 -2.09372 -0.520
C 0.99744 -0.27410 1.23711 0.141
O 1.61597 0.12777 0.27933 -0.466
H -0.92879 0.43794 0.61079 0.059
H -0.50894 0.78168 2.30987 0.286
H -0.98420 -0.85474 1.84550 0.281
H -0.85409 1.73614 -1.21426 0.305
H 0.97440 -1.20465 -2.44198 0.269
H 1.49799 -0.90015 2.00492 0.340
```

Computed properties:
HOMO energy	-0.3742	Ha
energy above the lowest of the compared OMol25 structures with the same formula, charge and spin	41.7	kcal per mole
lowest unoccupied orbital energy	0.0344	Eh
SMILES	N=C=N.CC=O
spin multiplicity	1
charge	0
frontier orbital gap	11.12	eV

Record 8
Density functional theory data (wB97M-V/def2-TZVPD) for one molecule with the formula C3H6N2O in a non-equilibrium geometry.

Structure (XYZ):
```
12
Properties=species:S:1:pos:R:3:mulliken_charge:R:1
N 2.09672 0.33505 -0.65887 -0.418
C 0.80813 0.17008 -0.23976 0.508
O 0.43970 0.42017 1.04016 -0.381
N -0.09704 -0.21453 -1.05694 -0.602
C -1.21920 -0.61500 -0.21655 -0.311
C -1.06569 0.38897 0.91126 -0.303
H 2.22186 -0.07214 -1.57535 0.271
H 2.89099 0.32083 -0.04360 0.236
H -2.14622 -0.60630 -0.80056 0.284
H -1.06441 -1.64150 0.15609 0.219
H -1.48094 1.35373 0.56143 0.232
H -1.38389 0.16063 1.92268 0.265
```

Computed properties:
HOMO energy	-0.3185	Ha
energy above the lowest of the compared OMol25 structures with the same formula, charge and spin	27.1	kcal per mole
lowest unoccupied orbital energy	0.0376	Eh
SMILES	NC1=NCCO1
spin multiplicity	1
charge	0
frontier orbital gap	9.69	eV

Record 9
Density functional theory data (wB97M-V/def2-TZVPD) for one molecule with the formula C3H6N2O in a non-equilibrium geometry.

Structure (XYZ):
```
12
Properties=species:S:1:pos:R:3:mulliken_charge:R:1
C 0.53214 0.10196 -0.39927 0.142
C -0.62589 -1.08500 -0.14194 -0.489
N -0.56107 1.03076 -0.35092 -0.183
C -1.49384 0.10856 0.11549 0.334
N 1.49508 0.23824 0.62973 -0.612
O -2.54857 0.31053 0.65498 -0.585
H -0.52209 2.01458 -0.13277 0.231
H 0.95883 -0.00578 -1.40902 0.258
H 2.16045 -0.52324 0.64767 0.208
H 1.89018 1.16793 0.70963 0.186
H -0.83412 -1.64387 -1.04740 0.237
H -0.45110 -1.71466 0.72382 0.273
```

Computed properties:
HOMO energy	-0.3503	Ha
energy above the lowest of the compared OMol25 structures with the same formula, charge and spin	30.1	kcal per mole
lowest unoccupied orbital energy	0.0326	Eh
SMILES	N[C@H]1CC(=O)N1
spin multiplicity	1
charge	0
frontier orbital gap	10.42	eV

Record 10
Density functional theory data (wB97M-V/def2-TZVPD) for one molecule with the formula C3H6N2O in a non-equilibrium geometry.

Structure (XYZ):
```
12
Properties=species:S:1:pos:R:3:mulliken_charge:R:1
C -0.62676 0.35093 0.87810 -1.136
C -0.39899 0.12223 -0.77356 0.530
N -1.04436 0.73316 -1.67854 -0.711
N 0.55656 -0.86302 -0.95034 -0.284
C 1.25681 -0.78377 0.31285 0.039
O 2.17149 -0.03974 0.52306 -0.495
H -0.97756 1.36450 0.83543 0.377
H 0.06097 0.37590 1.76686 0.378
H -1.39286 -0.36740 1.17948 0.305
H -1.61460 1.50963 -1.33758 0.239
H 1.15703 -0.87936 -1.77370 0.301
H 0.85226 -1.52304 1.01794 0.457
```

Computed properties:
HOMO energy	-0.3634	Ha
energy above the lowest of the compared OMol25 structures with the same formula, charge and spin	61.0	kcal per mole
lowest unoccupied orbital energy	0.0269	Eh
SMILES	[H]/N=C(\C)NC=O
spin multiplicity	1
charge	0
frontier orbital gap	10.62	eV